DFT (ωB97M-V/def2-TZVPD) results for a structure of composition C28H47HgN2O7P2S3 in a non-equilibrium geometry.

ORCA input file:
```
! wB97M-V def2-TZVPD RIJCOSX def2/J DEFGRID3
* xyz 0 2
Hg 0.31046 1.01020 1.71436
N 1.69750 1.98549 3.68605
C 2.78986 1.04120 3.93660
C 3.27879 0.39156 2.67094
N 2.14395 -0.34642 2.04984
H 2.06586 2.85276 3.29488
H 1.31582 2.20803 4.61238
H 2.39369 0.21727 4.57466
H 3.61450 1.52687 4.50740
H 4.10476 -0.31724 2.88469
H 3.71435 1.12285 1.96417
H 1.94833 -1.27287 2.43224
H 2.29728 -0.57059 1.07899
C 3.24538 -2.09871 -4.70090
C 3.76399 -2.49728 -3.31506
C 3.55016 -3.95906 -2.86003
O 3.21030 -1.55575 -2.29630
P 1.85162 -1.07039 -1.70628
O 2.00871 0.13007 -0.82352
C 1.35025 -2.51976 -0.60029
P -0.19565 -2.31872 0.40043
O -0.68465 -0.95232 0.84620
O -0.05580 -3.15860 1.73788
C 0.27231 -4.61152 1.73728
C -0.56556 -5.27028 2.83850
C 1.76403 -4.92240 1.84540
O -1.22245 -2.94179 -0.62412
C -2.62155 -3.44358 -0.45907
C -2.67621 -4.63421 -1.37960
C -3.58491 -2.33267 -0.78663
O 0.84998 -0.94130 -2.91674
C 0.23099 0.36051 -3.27112
C -1.20769 0.31404 -2.71416
C 0.24401 0.58869 -4.74112
H 3.77288 -2.67645 -5.53950
H 3.49281 -1.08761 -4.99641
H 2.14183 -2.17089 -4.74859
H 4.79873 -2.22443 -3.30651
H 2.45930 -4.16900 -2.91303
H 3.96122 -4.18022 -1.85289
H 4.11039 -4.66758 -3.60093
H 2.10746 -2.54854 0.17736
H 1.25290 -3.51993 -1.08717
H -0.09374 -4.93656 0.75780
H -0.30247 -4.84287 3.78521
H -0.35565 -6.34748 2.81289
H -1.64378 -5.10070 2.73233
H 2.21704 -4.38607 2.68390
H 2.30526 -4.77722 0.93363
H 1.80851 -5.97844 2.16014
H -2.67768 -3.75875 0.63210
H -2.60381 -4.37839 -2.43269
H -3.66018 -5.14793 -1.27062
H -1.97582 -5.45318 -1.17347
H -3.47095 -2.05587 -1.84218
H -3.52868 -1.49510 -0.04417
H -4.54983 -2.84034 -0.74505
H 0.84705 1.07479 -2.69741
H -1.79308 -0.27111 -3.45407
H -1.63925 1.33385 -2.76451
H -1.27608 -0.09484 -1.74240
H -0.27881 -0.25781 -5.23965
H 1.26417 0.62669 -5.10263
H -0.21090 1.54069 -4.95563
O 0.18902 3.13357 1.14970
C -0.93277 3.96219 1.11001
C -0.64913 5.34738 1.75620
C -1.56879 6.32158 2.15613
C -0.98201 7.44724 2.69779
C 0.39162 7.39742 2.63585
S 1.00676 5.96016 2.00277
C -1.29714 4.22880 -0.35720
C -2.49279 4.43308 -0.99191
C -2.28637 4.71720 -2.34578
C -0.97283 4.65861 -2.73991
S 0.04956 4.22883 -1.40851
C -2.15231 3.36924 1.82595
C -2.68656 3.77678 3.03921
C -3.91532 3.18739 3.40539
C -4.29800 2.21817 2.54578
S -3.17857 2.06238 1.17248
H -2.60022 6.27939 1.95795
H -1.55186 8.27058 3.16993
H 1.15396 8.15118 2.96596
H -3.45414 4.44559 -0.46702
H -3.10586 4.97898 -3.02199
H -0.57638 4.75596 -3.73804
H -2.12765 4.39354 3.70942
H -4.49212 3.49140 4.29975
H -5.15139 1.56056 2.68630
*
```

Output
HOMO (alpha / beta) ... -0.1436 / -0.2578 Ha
<S²> ... 0.754
Energy above the lowest of the compared OMol25 structures with the same formula, charge and spin ... 0.000 eV
Frontier orbital gap (alpha / beta) ... 4.09 / 7.17 eV
Energy ... -3762.0400 Eh

Per-atom Mulliken charges, elementary charge units:
1 Hg 1.17
2 N -0.30
3 C -0.67
4 C -0.62
5 N -0.38
6 H 0.13
7 H 0.19
8 H 0.32
9 H 0.38
10 H 0.43
11 H 0.32
12 H 0.04
13 H -0.03
14 C -1.08
15 C 0.47
16 C -1.05
17 O -0.31
18 P 1.23
19 O -1.01
20 C -0.80
21 P -0.01
22 O -0.61
23 O -0.20
24 C 0.98
25 C -1.54
26 C -1.38
27 O 0.52
28 C 0.84
29 C -1.50
30 C -1.16
31 O -0.22
32 C 0.63
33 C -0.89
34 C -1.62
35 H 0.37
36 H 0.35
37 H 0.17
38 H 0.25
39 H 0.19
40 H 0.28
41 H 0.38
42 H 0.42
43 H 0.34
44 H 0.02
45 H 0.34
46 H 0.39
47 H 0.35
48 H 0.31
49 H 0.27
50 H 0.47
51 H 0.05
52 H 0.31
53 H 0.40
54 H 0.34
55 H 0.21
56 H 0.17
57 H 0.52
58 H 0.34
59 H 0.34
60 H 0.26
61 H 0.05
62 H 0.34
63 H 0.39
64 H 0.37
65 O -0.99
66 C 2.52
67 C -0.33
68 C -0.78
69 C -0.72
70 C -0.37
71 S -0.11
72 C -0.26
73 C -0.54
74 C -0.66
75 C -0.63
76 S -0.07
77 C -0.33
78 C -0.95
79 C -0.58
80 C -0.66
81 S 0.06
82 H 0.62
83 H 0.35
84 H 0.35
85 H 0.55
86 H 0.37
87 H 0.49
88 H 0.68
89 H 0.33
90 H 0.44

DFT (ωB97M-V/def2-TZVPD) results for a structure of composition C28H48AuFN2Se2Si4.

ORCA input file:
```
! wB97M-V def2-TZVPD RIJCOSX def2/J DEFGRID3
* xyz -2 1
Au 0.03939 0.12894 0.01870
C 3.59612 -0.13527 0.78168
C 3.15766 1.23817 1.29869
C 4.36070 2.17829 1.39678
C 2.42288 1.09967 2.61921
C 3.11549 0.65469 3.74051
C 2.47135 0.45121 4.94757
C 1.11119 0.69896 5.03376
C 0.38006 1.14634 3.93817
C -1.10842 1.39219 4.14087
C -2.02804 0.59204 3.21405
C -1.46181 2.88144 4.10707
C 1.04029 1.34879 2.71037
N 0.29122 1.73431 1.57688
C 0.32857 3.04048 1.21708
C 1.18654 4.02014 1.77093
C 1.16884 5.34659 1.36123
C 0.29097 5.78499 0.38268
C -0.60021 4.85795 -0.16003
C -0.58069 3.55326 0.25932
F -1.53447 2.72455 -0.23191
H 3.99206 -0.04864 -0.23333
H 2.75388 -0.82866 0.75710
H 4.36848 -0.56511 1.42866
H 2.46798 1.65661 0.56459
H 5.10519 1.80404 2.10632
H 4.05644 3.17724 1.71474
H 4.84389 2.26688 0.42001
H 4.17561 0.43706 3.65684
H 3.01467 0.07053 5.80476
H 0.59143 0.51311 5.96845
H -1.31483 1.03985 5.15821
H -2.06924 1.03746 2.22007
H -3.04052 0.56965 3.63084
H -1.67378 -0.43300 3.11009
H -1.31932 3.29544 3.10922
H -0.83753 3.45039 4.80055
H -2.51054 3.02573 4.38757
H 1.87602 3.71076 2.54593
H 1.86183 6.04526 1.81913
H 0.28394 6.81587 0.05151
H -1.33045 5.14063 -0.90892
Se 0.49902 -3.51391 3.65452
C 0.32965 -2.25214 2.38757
N 0.20131 -1.45758 1.54933
Se 0.95610 0.98086 -2.04459
C -2.56150 -1.52539 -4.78172
Si -1.29078 -0.40088 -3.89075
C -2.22250 1.23178 -3.71603
C 0.05608 -0.25343 -5.21617
Si -0.57573 -1.24504 -1.80159
Si -2.55789 -2.15428 -0.87394
C -3.88134 -0.79980 -0.85496
C -3.20141 -3.57728 -1.95578
C -2.49861 -2.92332 0.84068
Si 0.96826 -2.93915 -2.25497
C 1.18979 -4.11268 -0.79910
C 2.65530 -2.26931 -2.74524
C 0.34827 -3.97573 -3.71946
H -2.69565 -1.16138 -5.80760
H -3.53994 -1.50260 -4.29500
H -2.22950 -2.56531 -4.83973
H -2.44856 1.64758 -4.70487
H -1.62780 1.95107 -3.15401
H -3.16855 1.07348 -3.19079
H -0.34717 0.30831 -6.06657
H 0.35039 -1.24099 -5.58450
H 0.93535 0.26009 -4.83379
H -4.35662 -0.70253 -1.83519
H -3.44173 0.16781 -0.59932
H -4.66008 -1.02362 -0.11926
H -3.45221 -3.27395 -2.97119
H -4.09899 -4.00132 -1.49156
H -2.45478 -4.37511 -2.01020
H -2.22579 -2.20485 1.61201
H -1.77707 -3.74206 0.89674
H -3.49066 -3.32565 1.07580
H 1.61499 -3.59254 0.06308
H 1.85665 -4.93951 -1.06535
H 0.23556 -4.53696 -0.47517
H 2.91197 -1.40740 -2.12749
H 2.64484 -1.93120 -3.78438
H 3.42455 -3.04144 -2.63426
H -0.65118 -4.38084 -3.54064
H 1.02631 -4.81727 -3.90047
H 0.30883 -3.37340 -4.63004
*
```

Output
HOMO ... -0.0500 Ha
Energy above the lowest of the compared OMol25 structures with the same formula, charge and spin ... 0.288 eV
Frontier orbital gap ... 5.86 eV
Energy ... -7401.8393 Eh

Per-atom Mulliken charges, elementary charge units:
1 Au 1.45
2 C -1.33
3 C 1.41
4 C -1.67
5 C 0.70
6 C -0.43
7 C -1.44
8 C -1.09
9 C 0.67
10 C 0.25
11 C -1.17
12 C -1.40
13 C -0.09
14 N 1.64
15 C -0.38
16 C -0.46
17 C -1.13
18 C -0.54
19 C -0.62
20 C 0.23
21 F -0.29
22 H 0.34
23 H 0.12
24 H 0.36
25 H -0.36
26 H 0.29
27 H 0.35
28 H 0.45
29 H 0.28
30 H 0.32
31 H 0.31
32 H 0.60
33 H -0.03
34 H 0.55
35 H 0.14
36 H 0.13
37 H 0.29
38 H 0.48
39 H 0.56
40 H 0.37
41 H 0.34
42 H 0.42
43 Se -0.31
44 C 0.11
45 N -1.36
46 Se -1.06
47 C -1.35
48 Si 0.78
49 C -1.04
50 C -1.11
51 Si -0.04
52 Si 0.39
53 C -1.02
54 C -1.06
55 C -0.71
56 Si 0.71
57 C -1.02
58 C -0.90
59 C -1.02
60 H 0.40
61 H 0.31
62 H 0.36
63 H 0.37
64 H 0.16
65 H 0.26
66 H 0.38
67 H 0.27
68 H 0.27
69 H 0.29
70 H 0.16
71 H 0.40
72 H 0.29
73 H 0.38
74 H 0.20
75 H 0.00
76 H 0.21
77 H 0.43
78 H 0.20
79 H 0.42
80 H 0.22
81 H 0.02
82 H 0.29
83 H 0.35
84 H 0.19
85 H 0.39
86 H 0.19